The following is a DFT calculation (wB97M-V/def2-TZVPD) of a cluster of 11 separate species, C19H52IN22O16 in total.

Summary:
HOMO (Ha): -0.3680
LUMO (eV): -2.6
Kohn-Sham gap (hartree): 0.2707
Charge: +1

Positions of all 110 atoms, in Å:
C 2.60 1.06 1.37
C 1.08 1.21 0.99
O 0.78 2.12 0.28
O 0.13 0.30 1.48
C 0.41 -1.02 1.03
N -0.55 -2.01 1.51
C -1.84 -1.89 1.86
C -2.69 -0.59 1.89
O -3.14 -0.40 3.22
O -2.15 0.15 4.02
N -2.34 -3.10 2.26
C -1.29 -3.99 2.12
C -1.19 -5.50 2.42
C -0.53 -5.64 3.83
O -1.01 -5.00 4.73
O 0.57 -6.43 4.06
C -0.11 -3.35 1.64
I 1.79 -4.23 1.24
H 2.60 0.76 2.45
H 3.01 0.19 0.80
H 3.17 1.98 1.15
H 0.53 -1.12 -0.08
H 1.41 -1.31 1.47
H -2.18 0.30 1.45
H -3.59 -0.78 1.26
H -1.31 0.24 3.53
H -3.27 -3.34 2.59
H -0.54 -6.02 1.67
H -2.20 -5.96 2.43
H 0.98 -6.04 4.86
C 0.45 4.53 -3.00
O 0.75 4.92 -4.11
N -0.74 4.84 -2.40
N 1.27 3.74 -2.25
H -1.00 4.53 -1.48
H -1.37 5.42 -2.92
H 2.15 3.49 -2.66
H 1.04 3.41 -1.33
C 4.00 4.84 2.16
O 4.60 3.78 2.32
N 3.53 5.57 3.21
N 3.75 5.37 0.93
H 3.04 6.44 3.10
H 3.70 5.22 4.13
H 4.09 4.85 0.14
H 3.27 6.23 0.78
C 3.26 0.33 5.57
O 3.01 0.65 4.42
N 2.29 -0.05 6.46
N 4.52 0.34 6.07
H 2.48 -0.31 7.41
H 1.34 -0.07 6.12
H 5.26 0.62 5.45
H 4.75 0.08 7.01
C 1.45 8.15 -7.08
O 0.98 8.95 -7.88
N 0.68 7.29 -6.37
N 2.79 8.06 -6.84
H 1.05 6.63 -5.71
H -0.31 7.33 -6.52
H 3.39 8.68 -7.35
H 3.19 7.42 -6.19
C 4.39 -6.49 3.77
O 3.92 -5.67 2.99
N 3.61 -7.34 4.49
N 5.72 -6.62 3.97
H 3.98 -8.02 5.13
H 2.62 -7.28 4.36
H 6.33 -6.00 3.45
H 6.13 -7.28 4.60
C -0.58 -9.71 2.81
O -1.28 -8.84 2.30
N 0.53 -9.40 3.55
N -0.86 -11.03 2.69
H 1.12 -10.08 3.98
H 0.74 -8.43 3.64
H -1.68 -11.28 2.15
H -0.30 -11.76 3.10
C -4.23 -12.76 1.70
O -3.20 -12.18 1.38
N -5.03 -13.37 0.79
N -4.66 -12.83 2.99
H -5.88 -13.85 1.03
H -4.74 -13.34 -0.17
H -4.09 -12.39 3.69
H -5.50 -13.30 3.27
C -5.09 -8.91 -1.11
O -5.38 -8.01 -1.89
N -6.03 -9.61 -0.43
N -3.81 -9.28 -0.87
H -5.82 -10.36 0.21
H -6.99 -9.37 -0.58
H -3.08 -8.79 -1.35
H -3.55 -10.02 -0.23
C -1.07 12.70 -6.34
O -0.96 13.75 -5.72
N -0.02 11.89 -6.59
N -2.27 12.27 -6.83
H -0.09 11.02 -7.09
H 0.88 12.17 -6.24
H -3.07 12.85 -6.66
H -2.38 11.41 -7.34
C -1.46 17.05 -8.76
O -1.92 17.85 -9.56
N -2.23 16.18 -8.05
N -0.12 16.95 -8.51
H -1.87 15.52 -7.39
H -3.22 16.22 -8.20
H 0.48 17.57 -9.02
H 0.28 16.30 -7.86

***

The following is a DFT calculation (wB97M-V/def2-TZVPD) of a structure of composition C3H6N2O2S3Sm.

Summary:
Expectation value of S²: 8.79
HOMO (spin up / spin down) (Ha): -0.4007 / -0.4004
LUMO (spin up / spin down) (eV): -4.9 / -4.4
2S+1: 6
Kohn-Sham gap (spin up / spin down) (hartree): 0.2196 / 0.2385
Charge: +1

Positions of all 17 atoms, in Å:
Sm -1.38 -0.98 -1.33
C 3.26 0.07 0.12
O 2.25 1.13 0.17
C 1.04 0.81 -0.18
O 0.71 -0.30 -0.64
N 0.15 1.81 -0.02
N -1.18 1.56 -0.39
H 4.17 0.56 0.44
H 3.34 -0.30 -0.89
H 2.97 -0.72 0.82
H 0.42 2.65 0.46
H -1.52 2.34 -0.94
H -1.76 1.48 0.45
S -4.23 -3.42 1.38
C -3.17 -2.57 0.52
S -3.24 -0.79 0.42
S -1.84 -3.31 -0.38

***

The following is a DFT calculation (wB97M-V/def2-TZVPD) of a structure of composition C40H35AuClGeN2P.

Summary:
Expectation value of S²: 0.78
HOMO (spin up / spin down) (Ha): -0.5938 / -0.5938
LUMO (spin up / spin down) (eV): -9.4 / -11.6
2S+1: 2
Kohn-Sham gap (spin up / spin down) (hartree): 0.2501 / 0.1688
Charge: +3

Positions of all 81 atoms, in Å:
Au 0.40 -0.54 1.21
Cl 2.42 -2.51 0.03
C 1.14 -3.59 0.54
C 1.51 -4.79 1.12
C 0.52 -5.68 1.52
C -0.82 -5.38 1.33
C -1.18 -4.17 0.75
C -0.21 -3.26 0.33
P -0.74 -1.68 -0.41
C -0.35 -1.66 -2.16
C 0.48 -2.62 -2.74
C 0.71 -2.59 -4.10
C 0.11 -1.63 -4.90
C -0.74 -0.68 -4.32
C -0.97 -0.70 -2.96
C -2.51 -1.57 -0.23
C -3.05 -1.10 0.97
C -4.42 -1.09 1.16
C -5.26 -1.54 0.14
C -4.73 -2.01 -1.05
C -3.36 -2.03 -1.24
H 2.56 -5.02 1.25
H 0.81 -6.62 1.97
H -1.58 -6.08 1.64
H -2.23 -3.94 0.61
H 0.94 -3.40 -2.14
H 1.35 -3.34 -4.55
H 0.28 -1.62 -5.96
H -1.25 0.04 -4.95
H -1.68 0.00 -2.53
H -2.40 -0.75 1.76
H -4.84 -0.74 2.09
H -6.33 -1.54 0.29
H -5.39 -2.37 -1.83
H -2.95 -2.41 -2.17
N 2.84 0.06 6.91
C 2.36 -0.01 5.67
C 2.86 0.80 4.62
C 2.33 0.70 3.37
N 1.33 -0.15 3.05
C 0.84 -0.93 4.05
C 1.31 -0.90 5.33
H 3.59 0.69 7.14
H 2.48 -0.52 7.64
H 3.67 1.49 4.80
H 2.74 1.30 2.56
H 0.04 -1.61 3.79
H 0.88 -1.56 6.07
C -0.66 2.65 2.22
Ge 0.22 1.96 0.65
C 2.07 2.38 0.38
C 2.99 1.48 -0.16
C 4.32 1.85 -0.30
C 4.73 3.12 0.09
C 3.83 4.02 0.63
C 2.50 3.65 0.79
C -1.01 2.08 -0.87
C -2.38 2.09 -0.54
C -3.34 2.51 -1.44
C -2.98 2.93 -2.72
C -1.64 2.88 -3.11
C -1.27 3.25 -4.42
C 0.05 3.13 -4.87
C 1.02 2.65 -4.01
C 0.68 2.30 -2.69
C -0.64 2.43 -2.20
H -0.84 3.72 2.11
H -0.02 2.49 3.08
H -1.62 2.16 2.38
H 2.68 0.49 -0.46
H 5.04 1.15 -0.71
H 5.77 3.41 -0.02
H 4.15 5.00 0.94
H 1.80 4.35 1.24
H -2.69 1.77 0.45
H -4.39 2.53 -1.16
H -3.74 3.28 -3.40
H -2.02 3.64 -5.09
H 0.30 3.42 -5.88
H 2.04 2.53 -4.33
H 1.46 1.91 -2.05

***

The following is a DFT calculation (wB97M-V/def2-TZVPD) of the ion C4H8N with charge +2.

Summary:
Expectation value of S²: 0.76
HOMO (spin up / spin down) (Ha): -0.7881 / -0.8360
LUMO (spin up / spin down) (eV): -11.4 / -14.2
2S+1: 2
Kohn-Sham gap (spin up / spin down) (hartree): 0.3685 / 0.3135
Charge: +2

Positions of all 13 atoms, in Å:
C 2.14 -0.20 -0.68
C 1.04 0.17 0.19
C -0.28 -0.07 -0.16
N -1.32 0.31 0.72
C -2.57 0.06 0.47
H 2.65 -1.11 -0.25
H 1.80 -0.64 -1.63
H 2.89 0.57 -0.84
H 1.40 0.69 1.07
H -0.56 -0.50 -1.11
H -1.03 0.85 1.55
H -3.40 0.44 1.06
H -2.76 -0.57 -0.40

***

The following is a DFT calculation (wB97M-V/def2-TZVPD) of a cluster of 2 separate species, C24H24BrCl2F7INO5S in total.

Summary:
HOMO (Ha): -0.3472
LUMO (eV): -1.8
Kohn-Sham gap (hartree): 0.2805
SMILES: CCN(CCC1=C(C[C@H](C)I)C(=O)c2c(ccc(S(=O)(=O)C(F)(F)C(F)(F)C(F)(F)F)c2Br)C1=O)C(C)=O.ClCCCl

Positions of all 66 atoms, in Å:
C 2.14 2.50 3.21
C 1.12 1.60 2.33
N 1.63 0.23 2.06
C 2.86 0.22 1.22
C 2.86 -0.88 0.06
C 1.49 -1.02 -0.74
C 1.37 -0.68 -2.13
C 2.59 -0.14 -3.03
C 2.51 1.46 -3.31
C 3.95 2.14 -3.09
I 1.06 2.49 -2.01
C -0.02 -0.85 -2.93
O -0.07 -1.10 -4.16
C -1.35 -0.64 -2.04
C -1.22 -1.01 -0.54
C -2.39 -0.81 0.44
C -3.72 -0.26 -0.14
C -3.92 0.08 -1.64
S -5.57 0.68 -2.18
O -6.01 0.06 -3.50
O -5.57 2.18 -2.39
C -6.90 0.35 -0.87
F -6.68 1.36 0.13
F -6.73 -0.96 -0.34
C -8.39 0.40 -1.47
F -8.66 -0.91 -1.98
F -8.53 1.29 -2.56
C -9.53 0.67 -0.35
F -9.94 2.01 -0.29
F -9.16 0.19 0.93
F -10.68 -0.08 -0.75
C -2.69 -0.11 -2.59
Br -2.92 0.38 -4.49
C 0.17 -1.59 -0.02
O 0.26 -2.46 0.88
C 1.76 -0.58 3.28
C 0.38 -1.14 3.92
O 2.82 -0.85 3.89
H 1.86 3.61 3.22
H 2.15 2.04 4.27
H 3.22 2.43 2.82
H 0.13 1.51 2.92
H 0.94 2.17 1.35
H 3.84 0.13 1.80
H 2.90 1.25 0.70
H 3.78 -0.68 -0.59
H 3.05 -1.91 0.55
H 3.61 -0.48 -2.66
H 2.43 -0.63 -4.06
H 2.17 1.61 -4.41
H 4.24 2.72 -4.05
H 3.85 2.94 -2.27
H 4.76 1.39 -2.80
H -2.22 -1.08 1.53
H -4.59 -0.09 0.56
H 0.25 -0.76 5.00
H -0.50 -0.71 3.31
H 0.44 -2.28 3.87
Cl 8.30 -0.58 2.02
C 7.19 -1.83 2.65
C 6.65 -2.72 1.54
Cl 5.54 -1.85 0.46
H 6.38 -1.32 3.18
H 7.76 -2.43 3.36
H 6.09 -3.55 1.98
H 7.46 -3.14 0.94

***

The following is a DFT calculation (wB97M-V/def2-TZVPD) of a structure of composition C39H37F9OP2Pt.

Summary:
Expectation value of S²: 2.07
HOMO (spin up / spin down) (Ha): -0.2418 / -0.2820
LUMO (spin up / spin down) (eV): 0.1 / -0.7
2S+1: 3
Kohn-Sham gap (spin up / spin down) (hartree): 0.2442 / 0.2547

Positions of all 89 atoms, in Å:
Pt 0.93 -5.14 -2.50
C 0.95 -1.08 1.47
C 1.12 -2.44 1.71
C 0.25 -3.25 2.62
C -1.08 -3.77 2.07
C -1.85 -3.00 1.06
C -1.89 -1.63 1.06
C -1.44 -0.77 2.22
C -0.06 -0.28 2.02
C 0.25 -3.19 -2.30
H 1.79 -0.54 1.01
H 2.14 -2.82 1.56
H 0.08 -2.75 3.58
H 0.87 -4.10 2.92
H -0.85 -4.72 1.57
H -1.69 -4.03 2.95
H -2.38 -3.57 0.29
H -2.19 -1.09 0.17
H -1.48 -1.35 3.16
H -2.12 0.11 2.34
H -0.06 1.31 0.60
H 0.15 0.73 2.42
H 0.64 -2.75 -1.38
H -0.86 -3.22 -2.20
H 0.50 -2.50 -3.15
P 1.87 -8.01 -2.43
P -0.81 -8.08 -3.03
C 0.85 -8.94 -1.20
C -0.46 -8.99 -1.50
C 3.24 -9.32 -2.66
C 3.53 -10.34 -1.75
C 4.62 -11.19 -1.96
C 5.41 -11.08 -3.11
C 5.06 -10.10 -4.06
C 3.99 -9.24 -3.84
C 2.56 -6.95 -1.18
C 1.55 -5.97 -0.73
C 2.04 -4.70 -0.23
C 3.39 -4.61 0.10
C 4.25 -5.70 -0.05
C 3.87 -6.85 -0.74
C -1.55 -9.62 -3.95
C -0.67 -10.64 -4.35
C -1.15 -11.81 -4.95
C -2.52 -11.98 -5.16
C -3.40 -10.98 -4.77
C -2.93 -9.81 -4.16
C -2.35 -7.23 -2.51
C -2.90 -6.35 -3.46
C -4.09 -5.68 -3.19
C -4.72 -5.87 -1.95
C -4.16 -6.72 -0.99
C -2.96 -7.38 -1.26
H 1.31 -9.39 -0.31
H -1.22 -9.60 -1.01
H 2.91 -10.50 -0.86
H 4.87 -11.95 -1.23
H 6.27 -11.73 -3.28
H 5.65 -10.01 -4.97
H 3.72 -8.49 -4.60
H 0.55 -6.32 -0.42
H 1.35 -3.92 0.07
H 3.72 -3.67 0.53
H 5.23 -5.66 0.42
H 4.55 -7.67 -0.95
H 0.41 -10.52 -4.18
H -0.45 -12.58 -5.25
H -2.89 -12.89 -5.64
H -4.47 -11.10 -4.93
H -3.65 -9.05 -3.85
H -2.39 -6.22 -4.41
H -4.51 -5.02 -3.94
H -5.65 -5.35 -1.74
H -4.65 -6.86 -0.03
H -2.52 -8.04 -0.51
F 0.39 3.05 2.52
C 0.77 3.74 1.40
F 0.62 5.06 1.66
F 2.08 3.48 1.20
C -0.10 3.28 0.18
O 0.16 1.92 -0.14
C -1.61 3.46 0.49
F -1.93 4.72 0.86
F -2.39 3.12 -0.56
F -1.98 2.63 1.51
C 0.32 3.99 -1.13
F 0.15 5.33 -1.11
F 1.62 3.74 -1.39
F -0.38 3.49 -2.18

***

Calculated total energy (computed, hartree): -3461.442830; -2230.222320; -4668.047060; -211.138416; -6248.874004; -3284.128715
Largest force on an atom (computed, Eh/bohr): 0.0685; 0.0064; 0.0135; 0.0523; 0.1447; 0.0590